The following is a DFT calculation (ωB97M-V/def2-TZVPD) of a 2-piece molecular cluster, C3H9OPS overall at a distorted geometry.

LUMO (alpha / beta) = 0.86 / -2.19 eV
energy relative to the best compared isomer or geometry (same formula, charge and spin) = 0.0 kJ/mol
E = -934.33403 Ha
molecular weight = 124.14 g/mol

Geometry as ORCA input:
```
! RIJCOSX wB97M-V def2-TZVPD def2/J DEFGRID3
* xyz 0 3
C -1.10 0.82 0.92
C -1.44 -0.31 -1.40
C 3.68 0.57 0.40
O -1.65 -1.74 0.81
P -0.53 -0.75 0.14
S 4.87 -0.36 -0.10
H -0.74 1.68 0.29
H -2.11 0.68 0.90
H -0.57 0.89 1.80
H -2.43 -0.34 -1.23
H -1.04 0.58 -1.89
H -1.39 -0.95 -2.25
H 3.47 1.07 1.41
H 2.73 0.85 -0.34
H -1.73 -2.70 0.55
*
```